(a)
A gas-phase ion, C4H6ClN2O (charge +1), computed with wB97M-V/def2-TZVPD.

Values from the calculation:
SMILES string = CC1=NC=[NH+][C@H](Cl)O1
Charge = +1
E_HOMO = -14.97 eV
HOMO-LUMO gap = 0.330 Eh

Each line ends with the Löwdin charge.
Geometry (Å):
C  -1.58  1.61  0.39  0.068
C  -0.85  0.39  0.11  -0.272
N  -0.90  -0.75  0.76  0.206
C  -0.04  -1.68  0.43  -0.057
N  1.09  -1.48  -0.22  0.128
C  1.25  -0.19  -0.86  -0.368
Cl  2.72  0.75  0.33  0.369
O  0.11  0.60  -0.85  0.034
H  -1.67  1.91  -0.66  0.128
H  -0.94  2.35  0.75  0.098
H  -2.51  1.46  1.02  0.152
H  -0.32  -2.68  0.77  0.169
H  1.74  -2.28  -0.21  0.193
H  1.90  -0.01  -1.77  0.152


(b)
A gas-phase ion, C4H6ClN2O (charge +1), computed with wB97M-V/def2-TZVPD.

Values from the calculation:
SMILES string = OC1=[NH+]C=N[C@H](Cl)C1
Charge = +1
E_HOMO = -14.97 eV
HOMO-LUMO gap = 0.365 Eh

Each line ends with the Löwdin charge.
Geometry (Å):
O  -1.05  -2.07  -0.09  0.233
C  -0.61  -0.86  -0.06  -0.287
N  -1.01  -0.03  -0.99  0.208
C  -0.48  1.29  -1.10  -0.109
N  0.50  1.69  -0.43  0.060
C  1.16  0.82  0.47  -0.664
Cl  2.52  0.11  -0.48  0.690
C  0.26  -0.32  1.02  -0.075
H  -0.78  -2.64  0.65  0.178
H  -1.66  -0.35  -1.71  0.195
H  -0.95  1.93  -1.83  0.148
H  1.61  1.40  1.28  0.121
H  0.87  -1.10  1.48  0.139
H  -0.38  0.12  1.79  0.162


Pick (b): it beats the second-best structure by 37.6 kcal/mol.


(a)
2 unconnected molecules or ions with the total composition C2H2N3P, computed with wB97M-V/def2-TZVPD.

Values from the calculation:
SMILES string = [H]/P=N\C#N.C#N
E_HOMO = -10.99 eV
HOMO-LUMO gap = 0.316 Eh

Each line ends with the Löwdin charge.
Geometry (Å):
H  2.37  -1.45  0.12  -0.102
P  2.08  -0.43  -0.97  0.902
N  0.47  -0.25  -0.99  -0.348
C  -0.44  -0.96  -0.38  -0.558
N  -1.25  -1.51  0.21  0.152
C  -1.14  1.65  0.46  -0.159
N  -0.47  2.33  1.01  0.062
H  -1.62  0.63  0.53  0.051


(b)
A molecular structure, C2H2N3P, computed with wB97M-V/def2-TZVPD.

Values from the calculation:
E_HOMO = -11.15 eV
HOMO-LUMO gap = 0.372 Eh

Each line ends with the Löwdin charge.
Geometry (Å):
C  1.28  -1.19  -0.12  -0.358
C  0.55  1.36  0.06  -0.532
N  2.01  -1.74  0.51  -0.010
N  1.07  2.05  0.82  0.137
N  -1.51  -0.01  -0.29  -0.227
P  -0.14  0.32  -1.13  0.887
H  -1.94  -0.87  -0.57  0.038
H  -1.33  0.09  0.71  0.064


Pick (b): it beats the second-best structure by 29.8 kcal/mol.


(a)
2 unconnected molecules or ions with the total composition C3H11NOS, computed with wB97M-V/def2-TZVPD.

Values from the calculation:
⟨S²⟩ = 0.751
Charge = -1
2S+1 = 2
E_HOMO (spin up / spin down) = 1.21 / -5.21 eV
HOMO-LUMO gap (spin up / spin down) = 0.078 / 0.320 Eh

Each line ends with the Löwdin spin population.
Geometry (Å):
C  1.00  -1.17  1.48  0.089
C  -0.27  -1.85  0.97  0.087
S  -1.78  -0.73  0.93  0.597
H  1.46  -0.53  0.75  0.003
H  0.97  -0.82  2.51  0.027
H  1.69  -2.01  1.66  0.027
H  -0.55  -2.68  1.60  0.060
H  -0.17  -2.20  -0.05  0.018
H  -1.50  -0.20  2.14  0.029
N  0.26  1.96  -0.57  0.005
C  0.22  1.58  -1.96  0.001
O  -0.54  0.45  -2.36  0.031
H  0.15  1.20  0.11  0.002
H  -0.59  2.48  -0.40  0.011
H  1.24  1.46  -2.32  0.001
H  -0.17  2.45  -2.50  0.003
H  -1.43  0.60  -2.01  0.007


(b)
2 unconnected molecules or ions with the total composition C3H11NOS, computed with wB97M-V/def2-TZVPD.

Values from the calculation:
⟨S²⟩ = 0.751
Charge = -1
2S+1 = 2
E_HOMO (spin up / spin down) = 1.13 / -5.69 eV
HOMO-LUMO gap (spin up / spin down) = 0.081 / 0.338 Eh

Each line ends with the Löwdin spin population.
Geometry (Å):
C  -1.14  3.21  1.80  0.075
C  -1.25  1.85  2.51  0.084
S  -0.05  1.13  3.61  0.240
H  -0.14  3.64  1.94  0.007
H  -2.01  3.77  2.16  0.004
H  -1.16  3.04  0.73  0.021
H  -2.07  1.89  3.23  0.005
H  -1.33  1.02  1.80  0.028
H  0.51  2.25  4.08  0.018
N  0.59  -3.45  -3.49  0.022
C  1.39  -2.81  -2.50  0.192
O  0.84  -1.56  -2.16  0.139
H  -0.41  -3.42  -3.33  0.007
H  0.86  -3.13  -4.41  0.007
H  1.61  -3.45  -1.64  0.036
H  2.40  -2.73  -2.94  0.021
H  1.37  -1.25  -1.40  0.094


Pick (a): it beats the second-best structure by 7.4 kcal/mol.


(a)
A gas-phase ion, C9H15N2S (charge +1), computed with wB97M-V/def2-TZVPD.

Values from the calculation:
Charge = +1
E_HOMO (spin up / spin down) = -11.16 / -11.16 eV
HOMO-LUMO gap (spin up / spin down) = 0.237 / 0.237 Eh

Each line ends with the Löwdin charge.
Geometry (Å):
C  -1.55  0.78  0.22  -0.017
C  -0.23  1.27  0.21  -0.091
C  -2.23  -0.39  -0.22  -0.236
C  -1.65  -1.53  -0.65  -0.072
C  1.52  -0.63  0.51  -0.373
C  -4.48  -0.13  1.09  -0.052
C  4.75  0.78  -1.01  -0.128
C  -3.76  -0.44  -0.34  -0.155
C  4.17  0.35  0.40  -0.520
N  1.03  0.62  0.25  -0.016
N  -1.35  -2.68  -0.85  0.256
S  3.15  -1.11  0.30  1.009
H  -2.26  1.65  0.36  0.138
H  -0.09  2.35  0.12  0.114
H  -4.23  0.88  1.53  0.080
H  -4.22  -0.85  1.79  0.038
H  -5.59  -0.19  0.88  0.093
H  3.97  0.65  -1.76  0.060
H  5.31  1.74  -0.96  0.092
H  5.54  0.00  -1.23  0.090
H  -4.16  0.17  -1.10  0.099
H  -3.96  -1.42  -0.58  0.075
H  3.57  1.16  0.94  0.096
H  4.99  0.30  1.05  0.057
H  1.75  1.44  0.20  0.176
H  0.88  -1.59  0.36  0.109
H  -0.87  -3.19  -1.51  0.077


(b)
A molecular structure, C9H15N2S, computed with wB97M-V/def2-TZVPD.

Values from the calculation:
Charge = +1
E_HOMO = -12.27 eV
HOMO-LUMO gap = 0.278 Eh

Each line ends with the Löwdin charge.
Geometry (Å):
C  2.29  1.28  0.19  -0.355
C  1.13  2.30  0.05  0.070
C  3.03  -0.64  0.15  -0.554
C  -0.11  1.81  0.61  -0.150
C  0.62  -0.54  0.91  -0.013
C  -0.43  0.35  0.23  -0.558
C  3.40  -2.06  0.13  -0.029
C  -0.30  0.15  -1.29  0.018
C  -2.91  0.32  -0.01  -0.091
N  1.99  0.02  0.62  -0.114
N  -1.68  -0.10  0.68  -0.070
S  3.92  0.72  -0.54  1.080
H  1.48  3.30  -0.33  0.135
H  -0.22  1.89  1.64  0.117
H  -0.94  2.46  0.23  0.149
H  0.47  -0.48  2.07  0.179
H  0.67  -1.62  0.71  0.134
H  2.57  -2.65  0.73  0.135
H  3.36  -2.25  -0.98  0.121
H  4.53  -2.10  0.43  0.144
H  -0.84  -0.78  -1.28  0.101
H  0.73  0.01  -1.58  0.087
H  -0.59  0.91  -1.88  0.058
H  -2.85  1.35  -0.41  0.081
H  -2.97  -0.24  -1.00  0.091
H  -3.84  -0.02  0.53  0.113
H  -1.94  0.04  1.65  0.122


Pick (a): it beats the second-best structure by 2.5 kcal/mol.